C2H4OS | ωB97M-V/def2-TZVPD

Its HOMO-LUMO gap is 9.91 eV. The calculation puts the energy above the lowest of the compared OMol25 structures with the same formula, charge and spin at 149.4 kJ/mol. The SMILES is O=CCS. The calculation puts the highest occupied orbital energy at -9.36 eV.

```
8
C2H4OS, DFT ωB97M-V/def2-TZVPD
O -0.86601 -1.02515 -1.70274
C 0.06134 -0.75869 -0.99202
C -0.01885 0.41937 -0.03961
S 0.28683 -0.27956 1.63961
H 1.07192 -1.14097 -0.93832
H 0.90733 1.27133 -0.01333
H -0.89225 0.91422 -0.02563
H -0.55030 0.59945 2.07205
```


C31H78ClN5O11 | ωB97M-V/def2-TZVPD

Its multiplicity is 2. Its HOMO-LUMO gap (spin up / spin down) is 6.24 / 3.36 eV. The net charge is +1. The calculation puts the highest occupied orbital energy (spin up / spin down) at -9.81 / -9.81 eV.

```
126
C31H78ClN5O11, DFT ωB97M-V/def2-TZVPD
O -2.77517 -5.51871 -13.02528
H -2.08533 -4.86365 -13.15410
H -3.45893 -5.14888 -13.58857
H -2.42334 -6.35451 -13.34033
Cl -2.28928 -8.61728 -10.96623
O -2.38232 -9.54187 -9.85421
O -2.98366 -7.36804 -10.72142
O -0.93035 -8.19764 -11.17620
O -2.83352 -9.27100 -12.09005
C -5.38021 -9.41817 -7.90416
O -5.15759 -8.19646 -8.52613
H -5.54106 -9.29633 -6.83300
H -6.18099 -9.94525 -8.42284
H -4.51638 -10.05964 -8.07851
H -4.39642 -8.17071 -9.11054
C -7.33587 -7.42662 -11.00004
C -6.65556 -8.62839 -11.74765
C -7.73139 -9.37734 -12.53703
O -8.29824 -8.53188 -13.56508
C -9.44059 -9.20926 -14.06967
N -5.76116 -8.09470 -12.67316
H -7.91168 -7.78790 -10.14798
H -7.83559 -6.78073 -11.72199
H -6.53509 -6.86313 -10.52116
H -6.12678 -9.28480 -11.05654
H -8.47493 -9.74537 -11.83007
H -7.36884 -10.30569 -12.97844
H -10.17045 -9.32287 -13.26812
H -9.27156 -10.17278 -14.55047
H -9.91642 -8.57269 -14.81564
H -5.41493 -8.65028 -13.44227
H -4.91293 -7.85366 -12.18071
C -3.21193 -3.30849 -7.63508
C -2.01271 -4.13876 -7.95512
C -1.92526 -5.42260 -7.05278
O -0.59851 -6.02822 -7.16184
C -0.50994 -7.38488 -6.71326
N -2.14443 -4.49788 -9.37818
H -3.07924 -2.99260 -6.60033
H -4.16285 -3.83694 -7.70271
H -3.22730 -2.42515 -8.27349
H -1.11209 -3.53232 -7.85925
H -2.73343 -6.08637 -7.35999
H -2.10892 -5.06615 -6.03921
H -1.10447 -7.50359 -5.80743
H 0.53997 -7.54538 -6.46825
H -0.88383 -8.01810 -7.51785
H -2.65414 -5.36979 -9.36966
H -1.22040 -4.81371 -9.63606
C 2.31110 -7.60713 -13.62226
C 2.71073 -8.78871 -12.77201
C 3.52833 -8.37027 -11.61737
O 4.83244 -7.91047 -11.98158
C 5.51522 -7.45402 -10.79740
N 1.56456 -9.58421 -12.45876
H 1.54967 -7.73968 -14.39087
H 3.20153 -7.28476 -14.16199
H 1.99263 -6.77594 -12.99312
H 3.37863 -9.36019 -13.41655
H 3.72383 -9.23227 -10.97952
H 3.00683 -7.62681 -11.01453
H 6.53111 -7.14338 -11.04146
H 5.52991 -8.24191 -10.04432
H 5.11154 -6.50654 -10.44046
H 1.80388 -10.45438 -12.00530
H 1.04700 -9.16667 -11.69858
C 1.78145 -10.64262 -8.84168
C 1.65669 -12.08592 -9.37808
C 0.23023 -12.07270 -10.06251
C 0.11951 -13.30720 -10.99960
C 1.24534 -13.19681 -12.09210
C 2.68700 -13.11962 -11.57760
N 2.73072 -12.14991 -10.45115
O 4.01088 -12.00206 -9.97796
C 3.15569 -14.53744 -11.18906
C 3.57237 -12.75101 -12.83523
C 1.75621 -13.11925 -8.22879
H 0.99445 -10.45130 -8.11222
H 1.70250 -9.84733 -9.58287
H 2.77260 -10.48262 -8.41727
H -0.55381 -12.24213 -9.32451
H 0.02290 -11.14522 -10.59626
H -0.79786 -13.44291 -11.57240
H 0.25963 -14.21253 -10.40898
H 1.03868 -12.27652 -12.63843
H 1.16337 -14.02991 -12.79019
H 2.66429 -14.98690 -10.32616
H 3.00866 -15.25872 -11.99296
H 4.22325 -14.45630 -10.98453
H 3.78751 -13.57806 -13.51185
H 3.16545 -11.94586 -13.44699
H 4.54374 -12.36347 -12.52805
H 2.77513 -13.05905 -7.84631
H 1.50848 -14.15566 -8.45812
H 1.08239 -12.76191 -7.45008
H 4.14928 -12.84205 -9.53427
C -7.69715 -13.64074 -7.23517
C -7.09351 -13.93101 -8.60529
C -7.68929 -12.80913 -9.51407
C -7.01429 -12.74315 -10.83505
C -5.53312 -12.36827 -10.55670
C -4.78708 -13.47341 -9.72251
N -5.59581 -13.79798 -8.53618
O -4.94245 -14.49849 -7.54122
C -4.45226 -14.71235 -10.69064
C -3.45727 -12.76721 -9.34660
C -7.51763 -15.38521 -9.06847
H -8.78045 -13.52044 -7.24381
H -7.24066 -12.72654 -6.85578
H -7.55120 -14.34400 -6.41527
H -8.71607 -13.07958 -9.76037
H -7.73876 -11.84165 -9.01442
H -7.39943 -11.86642 -11.35571
H -7.11456 -13.55010 -11.56091
H -5.42435 -11.41691 -10.03594
H -5.17094 -12.25470 -11.57847
H -4.06410 -15.61316 -10.21527
H -5.35144 -15.05291 -11.20404
H -3.66695 -14.47162 -11.40718
H -2.73252 -13.37451 -8.80437
H -3.05211 -12.35865 -10.27236
H -3.51196 -11.86969 -8.73050
H -6.89309 -15.74443 -9.88639
H -8.58249 -15.35557 -9.29931
H -7.34219 -15.99952 -8.18532
H -5.10139 -15.40594 -7.81118
```


C3H8O3Rh | ωB97M-V/def2-TZVPD

Its multiplicity is 5. Its HOMO-LUMO gap (spin up / spin down) is 9.97 / 6.37 eV. The net charge is +1. The calculation puts the highest occupied orbital energy (spin up / spin down) at -14.47 / -14.38 eV.

```
15
C3H8O3Rh, DFT ωB97M-V/def2-TZVPD
O -1.64540 2.29904 -0.55584
C -2.71230 1.48404 -0.16087
C -2.24616 0.09285 0.26532
O -1.55975 -0.42263 -0.92331
C -1.31911 -1.81374 -0.88387
Rh -0.21491 1.06638 -0.60442
H -3.39209 1.37258 -1.03333
H -3.27839 1.91036 0.69077
H -3.09269 -0.56778 0.50286
H -2.28570 -2.33932 -0.90304
H -0.67777 -2.06921 -1.73511
H -0.81339 -2.10830 0.04994
O 0.47997 0.22596 1.21934
H 0.86236 0.88456 1.80046
H -1.13116 -0.09968 1.23008
```


C6H9N | ωB97M-V/def2-TZVPD

Its HOMO-LUMO gap is 8.58 eV. The calculation puts the energy above the lowest of the compared OMol25 structures with the same formula, charge and spin at 488.7 kJ/mol. The SMILES is CC/N=c1/cc1C. The calculation puts the highest occupied orbital energy at -7.88 eV.

```
16
C6H9N, DFT ωB97M-V/def2-TZVPD
C -2.41918 0.24478 -1.08002
C -1.65354 -0.47122 0.10250
N -0.68955 -1.40178 -0.38382
C 0.64574 -0.94416 -0.03435
C 1.98502 -1.23212 -0.35149
C 1.73183 -0.05827 0.28722
C 2.17999 1.07904 0.99870
H -1.68142 0.57472 -1.66393
H -3.02599 -0.45263 -1.52571
H -3.08576 1.00814 -0.67773
H -2.41615 -1.10796 0.75747
H -1.15550 0.19527 0.81939
H 2.69435 -1.78459 -0.74268
H 2.70507 0.84889 1.85555
H 1.26376 1.79743 1.20211
H 2.92132 1.70445 0.43678
```


C6H6HoO5 | ωB97M-V/def2-TZVPD

Its multiplicity is 5. Its HOMO-LUMO gap (spin up / spin down) is 9.53 / 9.61 eV. The calculation puts the energy above the lowest of the compared OMol25 structures with the same formula, charge and spin at 60.6 kJ/mol. The net charge is +3. The calculation puts the highest occupied orbital energy (spin up / spin down) at -24.43 / -24.40 eV.

```
18
C6H6HoO5, DFT ωB97M-V/def2-TZVPD
Ho 0.16903 0.29924 0.11286
C 2.07823 -0.96211 0.99789
O 2.83905 -1.77739 1.30372
C -0.05872 -2.15972 0.03439
O 0.07246 -3.28110 0.26886
C 1.63384 -0.69760 -1.49551
O 2.39278 -1.22737 -2.19165
C -0.51575 -0.80131 2.12815
O -0.81455 -1.43051 3.05430
C -1.74430 1.34424 -1.11180
H -2.33209 1.95371 -0.40867
H -1.28686 1.92622 -1.92656
C -1.89282 -0.03628 -1.17907
H -1.58647 -0.62869 -2.05381
H -2.57369 -0.59095 -0.51591
O 1.07139 2.39121 0.78422
H 0.56110 3.14145 1.12889
H 1.98737 2.53697 1.06971
```


C3H7NO | ωB97M-V/def2-TZVPD

Its HOMO-LUMO gap is 11.50 eV. The calculation puts the energy above the lowest of the compared OMol25 structures with the same formula, charge and spin at 420.6 kJ/mol. The SMILES is C=NO.C=C. The calculation puts the highest occupied orbital energy at -10.35 eV.

```
12
C3H7NO, DFT ωB97M-V/def2-TZVPD
C -2.35775 -0.19983 1.47418
N -1.10587 0.05375 1.37885
O -0.68302 1.19697 2.05563
H -2.93095 0.31037 2.25693
H -2.69331 -1.05382 0.95902
H 0.02511 1.26773 1.44730
C 0.97493 0.17736 -2.10712
C 1.22700 0.53769 -0.88369
H 0.08563 -0.30307 -2.61625
H 1.63194 0.51777 -2.89375
H 2.14016 0.93744 -0.53604
H 0.58127 0.10949 -0.06537
```